# 1
A cluster of 2 separate species, C4H13NS in total at a distorted geometry. Source: OMol25; level of theory: wB97M-V/def2-TZVPD.

Results
- ΔE to the lowest compared entry with this formula, charge and spin: 9.7 kcal per mole
- Total charge: 0
- E_HOMO: -8.8 eV
- Frontier orbital gap: 0.358 Eh

```
19
Properties=species:S:1:pos:R:3:forces:R:3
C 0.7745 -1.0170 2.5463 0.0422 -0.0241 -0.1787
C 1.6344 -0.1181 1.6687 -0.6772 0.4637 -0.7098
S 0.8001 1.5100 1.3469 0.1563 -0.2353 0.4672
H -0.2643 -1.0023 2.2133 0.0257 0.1841 -0.0474
H 0.8107 -0.6942 3.5853 0.0055 -0.1637 0.0674
H 1.0578 -2.0657 2.4361 0.3232 0.0779 0.2821
H 1.7505 -0.5511 0.6771 0.0963 -0.1792 0.0837
H 2.6133 0.1282 2.0711 -0.0121 -0.1860 0.1887
C -1.1923 1.0074 -2.5730 -0.7459 0.4105 0.0714
C -0.3210 -0.0189 -1.8683 1.4925 0.2746 -0.3189
N -0.8162 -0.6117 -0.6448 -0.6615 -0.2396 0.4877
H -0.6226 1.8227 -3.0233 0.1925 -0.3762 -0.3608
H -1.9009 0.5907 -3.2920 0.1939 -0.0653 -0.1265
H -1.8214 1.5582 -1.8626 0.1026 -0.2908 0.2646
H 0.0922 -0.8084 -2.5067 -0.8601 -0.1823 -0.2579
H 0.6464 0.4682 -1.6807 -0.2923 0.2966 0.6684
H -0.3920 1.1034 1.8109 0.0753 0.2027 -0.0753
H -1.4859 -1.3549 -0.7987 0.1464 -0.2094 -0.4313
H -1.3634 0.0536 -0.1056 0.3965 0.2420 -0.0746
```
Forces are in eV/Å.



# 2
An isolated molecule of C6H12O. Source: OMol25; level of theory: wB97M-V/def2-TZVPD.

Results
- ΔE to the lowest compared entry with this formula, charge and spin: 32.5 kcal per mole
- Total charge: 0
- E_HOMO: -9.4 eV
- Frontier orbital gap: 0.378 Eh

```
19
Properties=species:S:1:pos:R:3:forces:R:3
C -1.3244 1.1298 -0.5102 -0.0232 -0.0418 0.0326
C 0.1682 0.8148 -0.3412 0.0106 -0.0133 0.0292
C 0.8841 1.0046 -1.6842 0.0391 0.0477 -0.0659
C 0.4882 -0.6159 0.1036 0.0038 0.0025 -0.1397
C 1.1571 -1.0025 1.4043 0.1876 -0.0363 0.0889
C -0.2007 -1.5200 1.0958 0.1857 -0.1501 -0.1195
O -1.1748 -1.0589 1.9827 -0.0838 0.1432 0.1616
H -1.8307 1.2540 0.4518 0.0823 -0.1046 -0.1222
H -1.4484 2.0600 -1.0807 0.0207 -0.1517 0.1447
H -1.8327 0.3348 -1.0700 0.0864 0.0797 0.0731
H 0.5883 1.5284 0.3810 -0.0655 -0.1677 -0.0803
H 0.8146 2.0336 -2.0507 -0.0049 -0.1041 0.0783
H 0.4240 0.3454 -2.4332 0.0903 0.1358 0.0791
H 1.9423 0.7299 -1.6082 -0.1317 0.0993 -0.0165
H 0.8694 -1.2035 -0.7311 -0.1011 0.0162 0.0688
H 2.0206 -1.6593 1.3973 -0.1070 0.0822 0.0044
H 1.1355 -0.2710 2.2094 0.0928 -0.0039 -0.2191
H -0.3050 -2.5580 0.7756 -0.0571 0.1600 0.2093
H -2.0387 -1.3502 1.6938 -0.2249 0.0070 -0.2067
```
Forces are in eV/Å.



# 3
An isolated molecule of C19H30N2O3. Source: OMol25; level of theory: wB97M-V/def2-TZVPD.

Results
- ΔE to the lowest compared entry with this formula, charge and spin: 35.7 kcal per mole
- Total charge: 0
- E_HOMO: -8.8 eV
- Frontier orbital gap: 0.349 Eh

```
54
Properties=species:S:1:pos:R:3:forces:R:3
C -0.7098 3.9743 -3.1895 -0.0375 -0.0538 -0.0160
H -1.1359 4.6223 -2.4160 -0.0122 0.0110 -0.0209
H -1.4179 3.1711 -3.4114 -0.0030 0.0836 -0.0321
O 0.5441 3.4512 -2.8002 0.0809 0.0245 -0.0747
C 0.4911 2.4128 -1.8489 0.3069 0.0947 0.1426
O -0.2759 1.3362 -2.3136 -0.1464 0.1426 0.1313
C 0.3437 0.6539 -3.3881 0.1095 0.0318 -0.0724
H 1.2566 0.1630 -3.0379 -0.0359 -0.0223 -0.0370
H 0.5924 1.3463 -4.1972 -0.0519 -0.0650 -0.0114
H -0.3706 -0.0863 -3.7424 0.0405 -0.0309 -0.0501
C -0.0724 2.8801 -0.4969 0.0306 -0.0804 -0.4828
N 0.6903 2.3878 0.6357 0.0085 -0.2218 0.0740
C 0.5764 3.2989 1.7611 0.0397 0.0153 0.0616
H 1.1732 2.9267 2.5907 -0.0329 0.0989 0.0460
H 0.9641 4.2725 1.4669 -0.0248 0.0561 0.0282
H -0.4636 3.4192 2.1048 -0.0198 0.0147 0.0236
C 0.3114 1.0402 1.0285 0.1408 0.0335 -0.1087
C 1.1457 0.5325 2.1805 -0.0311 -0.0082 0.2753
C 2.5281 0.6736 2.1346 -0.0317 0.0036 0.0126
C 3.3120 0.1716 3.1561 0.0469 0.0240 -0.0198
C 2.7257 -0.4833 4.2276 0.0006 -0.0603 0.0941
C 1.3511 -0.6355 4.2720 0.0147 -0.0948 0.1130
C 0.5636 -0.1314 3.2507 -0.0137 0.1051 -0.1062
H -0.5109 -0.2506 3.2937 -0.1047 0.0153 -0.0171
H 0.8887 -1.1478 5.1034 -0.0292 -0.0342 0.0661
H 3.3390 -0.8765 5.0251 0.0476 -0.0264 0.0623
H 4.3851 0.2867 3.1161 0.0893 0.0120 -0.0114
H 2.9664 1.1746 1.2867 0.0775 0.0565 -0.0926
C 0.5853 -0.0098 -0.0608 -0.4307 -0.0172 0.1485
O 1.6304 -0.0815 -0.6704 0.3758 0.0815 -0.1133
N -0.4002 -0.9216 -0.1615 -0.4400 -0.2502 0.0495
H -1.2422 -0.8076 0.3771 0.1056 0.2091 0.0341
C -0.3220 -2.0964 -1.0032 0.2969 -0.2243 -0.2706
C -1.6098 -2.2632 -1.8136 -0.0062 0.1788 0.1472
C -2.7916 -2.6803 -0.9399 0.0814 -0.2620 -0.2141
C -2.4665 -3.9479 -0.1562 -0.0887 0.2251 0.2446
C -1.2239 -3.7384 0.7037 0.0669 -0.2455 -0.2507
C -0.0329 -3.3505 -0.1678 -0.0110 0.1950 0.0996
H 0.1996 -4.1726 -0.8474 0.0480 -0.0752 -0.0347
H 0.8452 -3.1657 0.4537 0.0704 -0.0224 -0.0668
H -0.9918 -4.6542 1.2510 0.0048 0.0621 0.0985
H -1.4129 -2.9553 1.4415 -0.0192 0.0284 0.1181
H -3.3154 -4.2247 0.4727 -0.0151 -0.0806 -0.0435
H -2.2866 -4.7679 -0.8551 -0.0234 -0.0876 -0.0372
H -3.6660 -2.8479 -1.5724 -0.0451 0.1078 0.0516
H -3.0460 -1.8777 -0.2433 -0.1027 0.0720 0.0478
H -1.4417 -3.0269 -2.5754 0.0067 -0.0320 -0.0594
H -1.8363 -1.3221 -2.3173 0.0440 -0.0040 -0.0979
H 0.5217 -1.9170 -1.6772 -0.1438 -0.0263 0.0802
H -0.7635 1.0062 1.3047 0.1535 -0.0312 -0.0171
H -1.1368 2.5936 -0.4410 0.0012 0.0995 0.0715
H -0.0026 3.9693 -0.4877 -0.0468 -0.0664 0.0045
H 1.5412 2.1155 -1.7183 -0.2471 0.0092 -0.0011
H -0.5264 4.5605 -4.0881 -0.0950 0.0311 0.0334
```
Forces are in eV/Å.



# 4
A structure of composition C11H10ClF3Fe at a distorted geometry. Source: OMol25; level of theory: wB97M-V/def2-TZVPD.

Results
- ΔE to the lowest compared entry with this formula, charge and spin: 0.0 kcal per mole
- Total charge: -1
- Spin multiplicity: 6
- E_HOMO (alpha / beta): -3.9 / -3.8 eV
- Frontier orbital gap (alpha / beta): 0.279 / 0.234 Eh

```
26
Properties=species:S:1:pos:R:3:forces:R:3
C 1.1755 -1.7346 2.1835 -0.1543 -0.0806 -0.5238
C 1.2203 -1.7466 0.7549 -0.4842 -0.8361 0.2711
C -0.1281 -1.8167 0.2504 0.6097 0.0408 1.0351
H 2.0861 -1.9083 0.1313 0.1061 0.2839 0.0899
C -0.9855 -1.7097 1.3875 -0.0362 -0.3003 -0.2189
C -0.1779 -1.6600 2.5704 -0.1552 -0.5567 -0.8869
H -0.5628 -1.7472 3.5790 0.0575 0.4166 -0.0873
H 2.0392 -1.8487 2.8595 -0.5781 0.4437 -0.5125
H -0.3935 -2.0091 -0.7764 -0.1136 0.1288 0.0153
H -2.0774 -1.7292 1.3055 0.5997 0.0716 0.3140
Fe 0.0359 0.3301 0.4867 -0.5747 0.5965 -0.8582
Cl 1.7470 1.4729 1.1208 0.8350 0.6087 1.2433
C 0.5125 2.0876 -1.6215 0.2323 -1.1344 -0.0394
C -0.7022 1.4822 -2.0515 0.6365 -0.7056 -0.4335
C -0.3631 0.2236 -2.6462 0.5487 0.1661 0.2268
H -1.6605 1.9907 -2.1315 0.1843 -0.2936 0.2845
C 1.0590 0.0384 -2.5411 -0.7400 0.6604 -0.1279
C 1.5958 1.1861 -1.8931 -0.8030 -0.1507 -0.9022
H 2.6602 1.3976 -1.8019 -0.3782 -0.0766 0.3404
H 0.6062 3.0840 -1.2331 0.0283 0.1208 0.2467
H -1.0442 -0.4399 -3.1850 0.1622 0.1812 0.3568
H 1.6269 -0.7733 -3.0211 -0.3042 0.3735 0.5261
F -1.4590 2.2520 2.3175 -0.2463 0.3941 -0.0091
C -1.7708 1.2649 1.4422 2.2964 -0.8243 -0.7378
F -2.6287 0.4687 2.1270 -0.7657 0.2863 -0.2374
F -2.4108 1.8443 0.3862 -0.9629 0.1859 0.6250
```
Forces are in eV/Å.